(1)
The following is a DFT calculation (ωB97M-V/def2-TZVPD) of a structure of composition C46H53F4N2O5PSe3SiTeTi at a distorted geometry.

charge	-2
highest occupied orbital energy	-0.0005	Ha
LUMO	0.1418	Eh
Kohn-Sham gap	0.142	Ha
multiplicity	1
molar mass	1261.3	u
total energy	-11622.73192	Eh

Geometry as XYZ:
```
117
Properties=species:S:1:pos:R:3:forces:R:3:lowdin_charge:R:1
Ti 2.170727 0.815319 0.725576 -2.246 -1.074 2.025 0.771
Se 4.229364 0.396941 2.346917 -0.105 -0.537 0.836 0.275
Se 5.123973 1.896465 0.938133 0.281 0.842 0.273 0.226
Te 5.514224 1.107551 -1.404593 1.532 -0.258 -1.494 0.360
Se 4.261712 0.088883 -3.273631 -0.350 -0.084 0.340 -0.201
C 0.330844 -5.810587 -1.680420 0.029 0.133 -0.101 -0.057
C -0.491605 -4.782528 -2.459937 0.032 -0.094 0.095 -0.340
C -1.967854 -5.152393 -2.378082 -0.051 0.136 -0.169 -0.167
C -2.803357 -4.139041 -3.142090 0.187 -0.009 0.157 -0.154
C -2.554406 -2.771453 -2.563479 0.067 0.097 0.007 -0.192
C -3.628633 -1.839628 -2.568770 -0.210 0.048 0.007 -0.032
C -3.388035 -0.624049 -1.995888 0.132 -0.130 -0.125 -0.295
F -4.412347 0.281262 -1.916982 0.024 0.050 0.024 0.014
C -2.163427 -0.252150 -1.480288 -0.101 0.043 -0.426 -0.042
C -1.047464 -1.123848 -1.548444 0.419 0.444 0.229 -0.138
C 0.253883 -0.759426 -1.192169 -0.324 -0.364 -0.209 -0.238
O 0.632689 0.612753 -0.964814 0.304 0.034 0.033 -0.218
C 1.273665 -1.793748 -1.142443 0.060 0.190 -0.176 -0.109
C 0.958358 -3.047128 -1.525423 0.236 0.169 -0.096 -0.026
N -0.284671 -3.429244 -1.965337 -0.021 -0.077 0.201 0.015
C -1.327546 -2.454824 -2.037528 -0.422 -0.110 -0.180 -0.079
C 2.618454 -1.667817 -0.547851 0.119 -0.829 -0.033 -0.559
O 3.334861 -2.625437 -0.327167 0.131 0.252 -0.052 0.064
O 2.984654 -0.438181 -0.195541 0.764 -1.436 -1.351 -0.327
H 0.008671 -6.818621 -1.947590 -0.021 0.010 -0.046 0.071
H 0.175753 -5.665891 -0.609418 0.036 -0.016 0.017 0.081
H 1.394797 -5.731339 -1.894585 0.022 -0.061 0.068 0.071
H -0.187708 -4.819823 -3.520200 -0.049 -0.082 -0.025 0.147
H -2.275956 -5.143932 -1.327372 0.025 -0.053 0.026 0.127
H -2.106936 -6.164852 -2.766279 0.062 -0.008 -0.001 0.108
H -3.865756 -4.385508 -3.075593 -0.006 0.037 -0.008 0.104
H -2.528331 -4.152177 -4.203481 -0.054 -0.073 -0.017 0.115
H -4.593007 -2.092081 -2.988834 0.009 0.003 0.001 0.091
H -2.081073 0.695281 -0.985577 0.027 0.144 -0.093 0.077
H 1.722100 -3.800043 -1.435475 -0.041 -0.043 0.029 0.116
F 4.453762 4.612895 -0.372610 -0.162 -0.066 0.073 0.114
C 3.459563 4.358387 0.494854 0.339 0.426 -0.091 -0.585
F 2.391571 5.070948 0.090849 -0.008 -0.142 0.053 0.153
F 3.837502 4.861317 1.687777 -0.056 -0.127 -0.081 0.128
C 3.118771 2.871197 0.584890 0.017 1.155 0.203 -0.867
O 2.416153 2.528850 1.646667 0.072 0.857 -0.023 -0.276
O 2.706549 2.303398 -0.529121 -0.174 0.211 0.102 -0.276
C 1.945912 -0.548330 5.348858 0.098 -0.073 -0.134 -0.104
C 0.631823 0.045228 4.829341 0.207 0.096 -0.379 -0.573
C -0.437710 -0.212864 5.892688 -0.067 -0.071 -0.119 -0.090
C 0.875724 1.553922 4.660766 -0.010 0.075 -0.104 -0.084
P 0.234198 -0.648835 3.076104 -1.296 -0.753 1.143 0.951
N 1.029336 0.022888 1.929261 0.430 0.461 -0.597 -0.268
C -1.636461 -0.343595 2.797375 0.334 0.087 -0.134 -0.561
C -2.614022 -1.231895 3.564075 0.115 -0.038 0.083 -0.082
C -1.907863 1.133108 3.116793 0.063 0.003 0.028 -0.092
C -1.879228 -0.487809 1.289345 0.019 0.020 0.411 -0.097
C 0.533132 -2.530456 3.104399 0.129 0.254 -0.240 -0.577
C -0.118608 -3.103108 1.836141 -0.021 0.109 0.001 -0.075
C 0.005864 -3.285065 4.324646 -0.083 0.170 0.044 -0.084
C 2.042686 -2.762474 2.952629 0.042 0.066 -0.002 -0.081
H 2.253535 -0.004122 6.246745 -0.074 0.032 0.009 0.084
H 2.742214 -0.433338 4.617773 0.120 0.019 -0.051 0.023
H 1.859785 -1.600943 5.615098 0.011 0.029 -0.008 0.057
H -0.063749 0.151738 6.854447 0.035 0.015 0.000 0.085
H -0.648727 -1.278239 5.998813 -0.026 0.050 0.078 0.061
H -1.371656 0.306465 5.685317 0.056 -0.046 0.059 0.053
H 1.436620 1.937373 5.517899 -0.019 -0.060 0.053 0.084
H -0.049746 2.122731 4.587411 0.040 -0.027 0.003 0.062
H 1.466357 1.745842 3.764235 0.069 0.070 0.023 0.053
H -2.470268 -1.182662 4.644133 -0.094 -0.042 -0.047 0.054
H -2.538069 -2.273488 3.251643 -0.070 0.033 -0.001 0.059
H -3.631264 -0.895321 3.342512 -0.006 0.009 -0.024 0.089
H -1.968193 1.336824 4.185922 0.009 0.043 -0.065 0.056
H -2.858825 1.429427 2.666964 -0.017 -0.049 -0.017 0.088
H -1.131134 1.757242 2.674234 -0.061 0.080 -0.008 0.064
H -1.955129 -1.522020 0.960769 0.004 0.082 -0.010 0.079
H -1.062987 -0.019030 0.743184 -0.089 -0.037 0.057 0.054
H -2.807510 0.015838 1.011370 -0.032 -0.058 0.187 0.095
H -1.202225 -3.180418 1.930004 0.034 -0.016 -0.042 0.067
H 0.276756 -4.106297 1.652964 0.022 -0.017 0.050 0.086
H 0.125805 -2.490730 0.965778 -0.076 -0.078 -0.004 0.068
H -1.061677 -3.120247 4.476558 0.059 -0.088 0.042 0.057
H 0.529392 -3.012033 5.240228 -0.014 -0.044 0.005 0.055
H 0.163170 -4.355580 4.162899 0.002 -0.010 -0.026 0.086
H 2.434306 -2.190066 2.114825 0.115 -0.004 -0.021 0.047
H 2.228801 -3.817152 2.732202 -0.073 -0.031 0.016 0.091
H 2.609662 -2.503054 3.843966 0.000 0.002 -0.020 0.060
C -2.710021 4.376720 0.631885 -0.057 0.037 0.059 -0.107
C -3.148025 3.908686 -0.598877 -0.022 0.030 -0.017 -0.091
C -2.295192 3.170129 -1.404650 0.029 -0.101 0.027 -0.111
C -0.989950 2.864648 -1.005412 -0.068 -0.279 -0.346 -0.210
C -0.578162 3.337929 0.241142 0.128 -0.031 -0.072 -0.071
C -1.421436 4.086875 1.051146 0.017 0.011 -0.019 -0.090
Si 0.277834 1.866396 -2.063764 -0.548 0.564 -0.340 0.757
C -0.326159 1.043633 -3.654988 -0.020 0.155 0.319 -0.190
C -1.316513 1.660985 -4.419217 0.060 -0.022 0.007 -0.096
C -1.837373 1.052765 -5.551849 -0.025 0.022 -0.018 -0.100
C -1.359374 -0.188089 -5.946086 -0.039 0.019 -0.034 -0.108
C -0.315429 -0.773899 -5.245320 0.076 -0.050 -0.007 -0.077
C 0.210824 -0.159623 -4.116848 0.116 0.081 -0.168 -0.072
C 1.290119 3.339673 -2.755323 0.110 -0.176 0.241 -0.197
C 0.551598 4.507714 -2.976655 -0.058 -0.131 0.015 -0.102
C 1.139618 5.658903 -3.479580 0.066 0.062 -0.053 -0.107
C 2.498568 5.676730 -3.756054 -0.117 0.037 -0.008 -0.113
C 3.238910 4.516822 -3.583122 0.032 -0.001 -0.080 -0.083
C 2.638151 3.358332 -3.112112 0.038 -0.048 -0.039 -0.112
H -3.373776 4.956473 1.263626 0.005 -0.003 -0.002 0.090
H -4.159537 4.109001 -0.933100 0.002 0.011 0.010 0.095
H -2.670199 2.795603 -2.348298 -0.047 -0.045 0.021 0.088
H 0.425506 3.133607 0.592512 -0.002 0.050 0.050 0.082
H -1.064818 4.444006 2.010557 0.013 -0.021 0.000 0.104
H -1.674781 2.644268 -4.138095 -0.074 -0.016 -0.020 0.085
H -2.614925 1.548930 -6.121565 -0.017 -0.029 0.008 0.090
H -1.789127 -0.685377 -6.808494 0.037 0.000 -0.011 0.088
H 0.106236 -1.715029 -5.579644 -0.023 -0.007 0.004 0.098
H 1.066106 -0.606604 -3.624147 -0.076 -0.042 0.087 0.085
H -0.506295 4.527549 -2.748658 0.001 0.091 0.059 0.085
H 0.536837 6.545721 -3.641886 -0.003 0.001 0.042 0.089
H 2.967011 6.591149 -4.103030 0.039 -0.032 -0.031 0.087
H 4.298177 4.511423 -3.811848 0.004 -0.054 0.016 0.103
H 3.231124 2.458784 -3.021187 0.017 0.045 0.056 -0.041
```
Positions in Å, forces in eV/Å.

(2)
The following is a DFT calculation (ωB97M-V/def2-TZVPD) of an isolated molecule of C5H8N2.

highest occupied orbital energy	-0.2910	Ha
LUMO	0.0370	Eh
SMILES	Cn1cccc1N
Kohn-Sham gap	0.328	Ha
multiplicity	1
molar mass	96.1	u
total energy	-304.82318	Eh

Geometry as XYZ:
```
15
Properties=species:S:1:pos:R:3:forces:R:3:nbo_charge:R:1
C 0.857487 0.666322 -1.571331 0.051 0.018 -0.119 -0.407
N 0.214416 0.466331 -0.291610 -0.067 -0.100 0.114 -0.336
C 0.075747 1.411632 0.689663 0.010 0.061 0.024 -0.076
C -0.532864 0.829610 1.773711 0.012 0.042 -0.005 -0.295
C -0.762368 -0.532887 1.443413 -0.023 -0.065 -0.038 -0.336
C -0.291545 -0.729533 0.164467 0.022 0.189 0.084 0.275
N -0.286204 -1.855156 -0.695124 -0.056 -0.165 0.140 -0.851
H 0.507063 -0.107256 -2.256588 0.063 0.142 0.077 0.235
H 0.596910 1.652784 -1.964400 0.026 -0.148 0.057 0.205
H 1.948000 0.595435 -1.484474 -0.154 0.011 -0.018 0.196
H 0.419095 2.425200 0.528513 -0.048 -0.171 0.039 0.207
H -0.788000 1.326303 2.700757 0.047 -0.078 -0.163 0.220
H -1.225080 -1.289055 2.065406 0.072 0.121 -0.111 0.217
H 0.441573 -2.517763 -0.447510 -0.065 0.083 -0.054 0.371
H -1.174230 -2.341967 -0.654892 0.110 0.058 -0.027 0.376
```
Positions in Å, forces in eV/Å.